The following is a DFT calculation (wB97M-V/def2-TZVPD) of a cluster of 16 separate species, C23H36BBrCl45N3O3P in total.

Element x y z (Å)
C -3.181 0.799 1.425
C -2.150 0.939 0.296
C -0.976 -0.029 0.431
Br -1.528 -1.845 0.835
N -0.065 0.053 -0.768
C -0.288 -0.949 -1.859
C -1.702 -0.934 -2.456
B -2.030 0.268 -3.434
O -1.742 0.129 -4.787
O -2.591 1.453 -2.968
C 0.710 -0.596 -2.968
N 2.027 -1.033 -2.464
C 2.421 -0.062 -1.438
C 1.377 0.090 -0.325
P 1.641 1.767 0.512
N 1.844 1.326 2.177
O 3.145 2.257 0.066
H -3.853 -0.027 1.207
H -3.770 1.710 1.485
H -2.702 0.610 2.384
H -2.663 0.825 -0.658
H -1.757 1.959 0.316
H -0.424 0.293 1.311
H -0.264 0.980 -1.169
H 0.023 -1.936 -1.543
H -1.786 -1.847 -3.046
H -2.473 -1.015 -1.692
H -2.432 0.519 -5.340
H -3.436 1.604 -3.419
H 0.757 0.496 -3.114
H 0.478 -1.124 -3.887
H 2.677 -0.953 -3.240
H 3.334 -0.417 -0.960
H 2.656 0.899 -1.913
H 1.512 -0.706 0.408
H 2.824 1.454 2.429
H 1.650 0.341 2.338
H 3.401 2.955 0.694
C -0.204 -2.468 -6.804
Cl 1.337 -1.613 -6.852
Cl -0.890 -2.653 -8.418
Cl -0.064 -4.039 -6.001
H -0.881 -1.856 -6.221
C -6.023 2.437 -1.948
Cl -5.978 0.897 -1.088
Cl -4.752 3.513 -1.377
Cl -5.890 2.174 -3.696
H -6.978 2.907 -1.757
C 2.483 5.126 3.582
Cl 3.766 4.549 2.487
Cl 0.991 4.229 3.322
Cl 3.021 4.990 5.256
H 2.297 6.169 3.366
C -0.322 -5.859 -2.397
Cl 0.098 -6.682 -3.898
Cl -0.243 -4.107 -2.627
Cl -1.917 -6.346 -1.828
H 0.406 -6.131 -1.644
C -0.449 1.276 6.471
Cl 0.635 2.636 6.189
Cl -1.433 1.528 7.910
Cl -1.475 0.998 5.052
H 0.151 0.389 6.623
C 0.768 -3.306 3.990
Cl 1.167 -4.183 2.512
Cl 0.828 -1.555 3.720
Cl -0.820 -3.780 4.581
H 1.507 -3.551 4.741
C 3.561 2.048 -6.220
Cl 2.774 0.923 -5.099
Cl 4.605 1.177 -7.337
Cl 2.357 3.002 -7.086
H 4.173 2.724 -5.640
C 0.293 9.218 4.890
Cl -1.318 8.572 4.581
Cl 1.423 7.915 5.276
Cl 0.870 10.157 3.513
H 0.236 9.875 5.747
C 3.551 6.219 9.185
Cl 1.846 6.642 9.034
Cl 3.923 4.789 8.216
Cl 4.581 7.571 8.722
H 3.748 5.980 10.221
C -3.710 -6.740 5.513
Cl -3.310 -7.594 4.022
Cl -3.651 -4.989 5.257
Cl -5.290 -7.227 6.113
H -2.967 -6.994 6.257
C -3.777 -9.578 -3.124
Cl -3.544 -10.866 -1.942
Cl -2.992 -9.978 -4.653
Cl -5.493 -9.247 -3.365
H -3.314 -8.682 -2.737
C 2.562 5.013 -3.553
Cl 1.352 3.754 -3.297
Cl 2.441 6.279 -2.334
Cl 4.174 4.298 -3.567
H 2.377 5.455 -4.524
C 5.041 -3.249 -0.846
Cl 6.012 -1.878 -1.388
Cl 4.171 -2.842 0.639
Cl 3.920 -3.756 -2.106
H 5.707 -4.074 -0.630
C -8.884 -5.628 4.450
Cl -7.233 -5.076 4.159
Cl -9.765 -5.805 2.932
Cl -8.894 -7.141 5.358
H -9.388 -4.878 5.045
C 7.595 3.767 -5.741
Cl 6.944 2.714 -4.479
Cl 8.595 2.848 -6.861
Cl 6.289 4.591 -6.597
H 8.215 4.516 -5.267

Orbital gap   9.5 eV
HOMO energy   -11.28 eV
Charge   +1
2S+1   1
Molar mass   2119.63 g/mol